# 1
{"formula": "C45H50BF3N8RbS3Sb", "method": "ωB97M-V/def2-TZVPD", "species": ["Rb", "C", "C", "C", "C", "N", "C", "C", "N", "B", "N", "C", "C", "N", "C", "S", "C", "C", "C", "C", "N", "C", "C", "N", "C", "S", "C", "C", "C", "C", "C", "S", "H", "H", "H", "H", "H", "H", "H", "H", "H", "H", "H", "H", "H", "H", "H", "H", "H", "H", "H", "H", "H", "H", "H", "H", "H", "H", "H", "H", "H", "H", "H", "H", "H", "H", "N", "C", "C", "C", "C", "N", "C", "C", "H", "H", "H", "H", "F", "C", "C", "C", "C", "C", "C", "Sb", "C", "C", "C", "C", "F", "C", "C", "C", "C", "C", "C", "F", "C", "C", "H", "H", "H", "H", "H", "H", "H", "H", "H", "H", "H", "H"], "positions_angstrom": [[0.88670, 0.61606, 0.32443], [-0.09629, -1.54386, 6.50949], [-0.67978, -1.24205, 5.13013], [-0.48803, 0.23558, 4.80061], [-2.19134, -1.51925, 5.10813], [-0.03780, -2.16303, 4.14768], [-0.50285, -3.46796, 4.02855], [0.19915, -4.05185, 3.05053], [1.10713, -3.13459, 2.56326], [1.91158, -3.50743, 1.29828], [3.34915, -2.90967, 1.34693], [4.14599, -3.38153, 2.37043], [5.28736, -2.67983, 2.37664], [5.20136, -1.75596, 1.34452], [4.00598, -1.91769, 0.70577], [3.49401, -1.05886, -0.68308], [6.28008, -0.79001, 0.99274], [6.86023, -1.15766, -0.37063], [5.72687, 0.63837, 1.00579], [7.38965, -0.87476, 2.04293], [1.14947, -3.25468, -0.04676], [1.68295, -3.87087, -1.16269], [0.78489, -3.81423, -2.14925], [-0.32756, -3.12396, -1.66819], [-0.09418, -2.80244, -0.34681], [-1.12843, -1.93411, 0.70130], [-1.60880, -3.22755, -2.44066], [-2.69545, -2.25426, -1.99976], [-2.13186, -4.65680, -2.28674], [-1.30671, -2.92624, -3.91079], [0.98395, -1.97373, 3.26139], [2.02346, -0.62564, 3.13817], [-0.60831, -0.95058, 7.26951], [0.96610, -1.29653, 6.52960], [-0.21187, -2.59956, 6.76063], [-1.07749, 0.80242, 5.52426], [-0.85368, 0.46313, 3.79740], [0.54901, 0.54463, 4.86033], [-2.70641, -0.72120, 5.64220], [-2.45393, -2.45837, 5.59484], [-2.55643, -1.54530, 4.08008], [-1.29194, -3.86287, 4.63776], [0.12772, -5.04265, 2.63976], [2.05536, -4.71130, 1.35747], [3.80752, -4.16264, 3.02755], [6.12873, -2.75166, 3.03512], [6.08778, -1.12618, -1.13740], [7.28984, -2.16083, -0.33885], [7.64938, -0.45060, -0.63379], [5.11554, 0.83775, 0.13056], [6.56122, 1.34128, 1.02879], [5.11600, 0.79392, 1.89720], [7.88400, -1.84688, 2.04080], [7.01267, -0.66383, 3.04486], [8.13946, -0.12277, 1.80140], [2.67077, -4.29605, -1.14762], [0.85156, -4.17680, -3.15668], [-3.01387, -2.42387, -0.97637], [-3.54424, -2.40606, -2.67080], [-2.36250, -1.22010, -2.08581], [-2.35078, -4.86311, -1.23747], [-1.40524, -5.39030, -2.63815], [-3.05060, -4.77728, -2.86265], [-0.84990, -1.94356, -4.00560], [-2.24195, -2.92476, -4.47158], [-0.65164, -3.66442, -4.37187], [0.55105, -0.16091, -8.19195], [0.54601, -0.04579, -7.04954], [0.53558, 0.10029, -5.61398], [1.49596, -0.52967, -4.83494], [1.43932, -0.36767, -3.45884], [0.51009, 0.37327, -2.85151], [-0.41136, 0.96405, -3.61306], [-0.44651, 0.86181, -4.99284], [2.26791, -1.13644, -5.28706], [2.16254, -0.86174, -2.81874], [-1.15821, 1.55502, -3.09765], [-1.21237, 1.36237, -5.56862], [-3.93055, 8.08546, 2.96359], [-3.44093, 7.01327, 2.31185], [-2.95478, 7.17789, 1.03230], [-2.45175, 6.06673, 0.36538], [-2.43667, 4.81567, 0.97451], [-2.93235, 4.69248, 2.27273], [-3.44372, 5.78893, 2.95072], [-1.69456, 3.05513, 0.01087], [-3.61492, 2.21490, -0.37089], [-3.75869, 0.82785, -0.35165], [-4.99532, 0.23815, -0.58530], [-6.07544, 1.05929, -0.83056], [-7.28008, 0.49993, -1.05391], [-5.97471, 2.43848, -0.84717], [-4.73460, 3.01220, -0.61083], [-1.36453, 3.94400, -1.90999], [-2.31937, 3.95060, -2.92491], [-2.03646, 4.49558, -4.17103], [-0.78369, 5.03373, -4.38637], [-0.50402, 5.56394, -5.59060], [0.19161, 5.04877, -3.40931], [-0.10887, 4.49475, -2.17221], [-2.97386, 8.15652, 0.57184], [-2.07452, 6.18929, -0.64286], [-2.92884, 3.72895, 2.77152], [-3.83460, 5.70688, 3.95579], [-2.90871, 0.18428, -0.14124], [-5.12310, -0.83620, -0.56990], [-6.85492, 3.03921, -1.03329], [-4.64675, 4.09294, -0.60317], [-3.30085, 3.52454, -2.75229], [-2.77134, 4.51173, -4.96532], [1.16040, 5.48011, -3.62233], [0.65870, 4.49689, -1.40512]], "forces_ev_per_angstrom": [[0.28, -0.33, -0.02], [0.04, 0.04, 0.01], [0.08, -0.01, 0.03], [-0.05, 0.03, -0.02], [0.04, -0.02, 0.01], [-0.21, 0.03, 0.02], [0.01, 0.05, -0.04], [0.04, 0.01, -0.03], [0.05, 0.02, -0.07], [0.01, 0.06, 0.07], [-0.10, -0.10, -0.09], [-0.07, 0.02, -0.03], [-0.03, 0.11, -0.02], [0.16, -0.02, -0.03], [0.00, 0.00, 0.11], [-0.10, -0.09, 0.01], [-0.02, 0.03, 0.02], [0.01, 0.01, -0.05], [0.00, 0.03, 0.04], [-0.06, -0.03, 0.00], [0.00, -0.05, 0.03], [0.05, 0.00, 0.15], [-0.06, 0.17, -0.09], [-0.10, -0.21, -0.02], [0.11, 0.09, -0.23], [-0.03, -0.02, 0.05], [0.01, 0.02, 0.07], [-0.01, 0.04, 0.00], [0.00, 0.00, 0.09], [0.00, -0.07, -0.01], [0.00, -0.11, 0.07], [0.02, -0.04, -0.08], [0.01, 0.00, 0.00], [-0.01, -0.01, -0.01], [-0.01, 0.00, -0.01], [-0.02, 0.01, -0.02], [0.00, -0.01, -0.01], [-0.04, -0.01, 0.02], [0.01, -0.01, 0.02], [0.00, 0.01, 0.00], [-0.01, 0.03, 0.01], [0.01, 0.01, -0.01], [0.02, 0.00, -0.01], [0.01, 0.04, 0.00], [0.01, -0.01, -0.02], [0.04, 0.02, 0.00], [0.06, 0.00, 0.03], [0.01, 0.00, 0.00], [0.00, -0.01, 0.01], [0.01, -0.02, 0.04], [0.00, 0.01, -0.02], [0.02, 0.01, 0.02], [-0.02, -0.02, 0.01], [0.01, 0.02, 0.00], [0.01, -0.01, -0.02], [0.00, 0.02, 0.01], [-0.01, -0.02, 0.03], [0.00, -0.02, -0.05], [0.01, 0.05, -0.01], [0.02, 0.03, 0.00], [0.00, 0.00, -0.01], [0.02, 0.02, -0.01], [0.00, -0.01, 0.00], [0.05, 0.09, -0.02], [0.01, -0.02, 0.02], [-0.03, 0.01, -0.02], [0.00, -0.01, 0.00], [0.00, 0.03, 0.09], [0.00, -0.04, -0.10], [0.03, -0.03, -0.01], [-0.02, 0.01, 0.02], [-0.01, -0.02, 0.06], [0.04, -0.03, 0.02], [-0.03, 0.02, -0.03], [0.00, 0.00, 0.01], [-0.03, 0.00, 0.00], [-0.01, 0.00, -0.01], [0.00, 0.00, 0.02], [0.00, -0.02, -0.01], [-0.02, 0.02, 0.02], [0.02, -0.01, -0.05], [-0.02, -0.01, 0.03], [0.03, -0.03, 0.00], [0.02, 0.03, -0.03], [0.01, -0.05, 0.01], [-0.34, 0.32, -0.01], [0.03, -0.04, 0.03], [0.02, 0.03, -0.01], [0.03, -0.01, 0.01], [-0.02, 0.00, 0.00], [0.02, 0.01, 0.00], [0.01, 0.03, 0.01], [-0.01, -0.06, 0.02], [0.06, 0.01, 0.00], [-0.02, 0.04, 0.02], [-0.05, -0.02, 0.02], [0.02, 0.01, -0.02], [0.00, -0.02, 0.02], [0.02, -0.01, 0.03], [-0.06, -0.04, -0.03], [0.00, 0.00, 0.01], [0.00, -0.01, 0.00], [0.00, 0.00, 0.00], [0.00, 0.01, 0.00], [-0.01, -0.02, -0.02], [0.00, 0.01, 0.00], [0.00, -0.01, 0.00], [-0.01, 0.00, 0.00], [0.02, -0.01, -0.01], [0.01, 0.00, 0.00], [-0.01, 0.00, 0.00], [0.00, 0.00, -0.01]], "mulliken_charge": [1.24, -1.65, 1.37, -2.06, -1.68, 0.58, -0.38, -1.19, 0.18, -0.33, 0.19, -1.64, 0.04, 0.53, 0.22, -0.34, 1.23, -1.53, -1.44, -2.17, 1.25, -1.65, -0.53, 0.87, -0.31, -0.21, 1.53, -1.84, -2.01, -1.79, 0.21, -0.36, 0.43, 0.32, 0.38, 0.55, 0.40, 0.41, 0.46, 0.43, 0.33, 0.50, 0.58, -0.14, 0.56, 0.52, 0.22, 0.37, 0.46, 0.30, 0.49, 0.30, 0.47, 0.46, 0.47, 0.69, 0.60, 0.54, 0.57, 0.10, 0.33, 0.39, 0.49, 0.30, 0.52, 0.47, -0.48, -0.26, 0.68, -0.66, -0.32, 0.43, -0.59, -0.54, 0.55, 0.03, 0.51, 0.55, -0.33, 0.32, -0.72, 0.15, -0.23, -0.44, -0.63, 0.31, -0.36, -0.06, -0.66, 0.27, -0.35, -0.78, -0.14, 0.09, -0.03, -0.62, 0.38, -0.36, -0.71, -0.83, 0.46, 0.35, 0.38, 0.42, 0.34, 0.52, 0.45, 0.51, 0.40, 0.46, 0.45, 0.49], "charge": 0, "energy_ha": -3966.337070}

# 2
{"formula": "C45H50F3MoN7O4Se", "method": "ωB97M-V/def2-TZVPD", "species": ["Mo", "C", "C", "C", "C", "C", "C", "C", "N", "C", "C", "C", "C", "C", "C", "C", "C", "C", "C", "N", "C", "C", "C", "N", "C", "C", "C", "C", "C", "C", "C", "C", "C", "C", "C", "C", "C", "C", "N", "C", "C", "H", "H", "H", "H", "H", "H", "H", "H", "H", "H", "H", "H", "H", "H", "H", "H", "H", "H", "H", "H", "H", "H", "H", "H", "H", "H", "H", "H", "H", "H", "H", "H", "H", "H", "H", "H", "H", "H", "H", "H", "H", "H", "H", "H", "C", "O", "C", "O", "H", "H", "H", "F", "C", "F", "F", "C", "O", "O", "Se", "N", "C", "C", "C", "C", "N", "C", "N", "H", "H", "H"], "positions_angstrom": [[0.25108, 0.07346, -0.04109], [1.72868, -5.90624, -0.40027], [0.42104, -5.54236, -1.10566], [0.32691, -4.07850, -1.40363], [0.64880, -3.44406, -2.56011], [1.05728, -4.05064, -3.86555], [-0.13577, -4.37610, -4.76393], [0.41252, -2.04978, -2.33491], [0.03794, -1.80491, -1.02914], [-0.04442, -3.06195, -0.46428], [-0.35222, -3.31972, 0.85014], [-0.64286, -2.36222, 1.77953], [-0.97240, -2.63683, 3.14913], [-1.05326, -3.99865, 3.76279], [-2.39292, -4.68767, 3.50616], [-1.20905, -1.43894, 3.73603], [-1.04275, -0.43977, 2.71632], [-1.28549, 0.89650, 2.91634], [-1.34109, 1.84158, 1.91902], [-1.09902, 1.58481, 0.59326], [-1.48333, 2.73274, -0.05430], [-1.51674, 2.85691, -1.41635], [-1.14493, 1.86948, -2.29882], [-0.67370, 0.62169, -1.96413], [-0.22965, 0.11893, -3.16361], [0.35692, -1.11045, -3.32953], [-0.48226, 1.01730, -4.25767], [-1.08469, 2.10391, -3.71906], [-1.60348, 3.32362, -4.41341], [-3.12383, 3.32654, -4.56651], [-0.17844, 0.73442, -5.69470], [-1.25235, -0.11372, -6.37546], [-1.88825, 3.74711, 0.87860], [-1.79003, 3.19280, 2.11370], [-2.13273, 3.80435, 3.43620], [-3.57904, 3.53246, 3.85099], [-2.27357, 5.14593, 0.51769], [-1.04727, 6.02517, 0.26745], [-0.66526, -1.00788, 1.51354], [-1.54264, -1.15099, 5.16576], [-0.33364, -0.62148, 5.93884], [1.77720, -6.97137, -0.17359], [1.83888, -5.35506, 0.53579], [2.58639, -5.65329, -1.02625], [-0.43097, -5.86174, -0.49999], [0.34265, -6.09964, -2.04172], [1.63166, -4.95953, -3.67194], [1.74343, -3.37704, -4.38457], [-0.81243, -5.07699, -4.27259], [0.18750, -4.81859, -5.70631], [-0.71260, -3.47791, -4.99115], [-0.36204, -4.35425, 1.16723], [-0.87934, -3.91377, 4.83716], [-0.23521, -4.61888, 3.38632], [-3.21729, -4.08480, 3.89003], [-2.43690, -5.66580, 3.98541], [-2.56409, -4.82637, 2.43715], [-1.54113, 1.21018, 3.91950], [-1.84270, 3.80119, -1.82975], [0.67892, -1.39299, -4.32220], [-1.13362, 3.39185, -5.39642], [-1.28664, 4.22024, -3.87424], [-3.45722, 2.47670, -5.16419], [-3.47345, 4.23742, -5.05275], [-3.61648, 3.25199, -3.59549], [0.79146, 0.23673, -5.77544], [-0.06316, 1.68084, -6.22621], [-1.35504, -1.08252, -5.88268], [-1.01668, -0.29280, -7.42463], [-2.22459, 0.37913, -6.32564], [-1.95906, 4.88159, 3.38290], [-1.44453, 3.43623, 4.20088], [-4.27302, 3.95215, 3.12096], [-3.80364, 3.96868, 4.82448], [-3.77667, 2.46056, 3.90485], [-2.88165, 5.57090, 1.31898], [-2.91250, 5.14324, -0.36930], [-0.45075, 6.12776, 1.17555], [-1.33406, 7.02345, -0.06460], [-0.39872, 5.58373, -0.49172], [-1.91472, -2.06203, 5.63824], [-2.36866, -0.43634, 5.21971], [0.49580, -1.32810, 5.89220], [-0.57999, -0.44666, 6.98652], [0.03145, 0.31641, 5.51796], [2.57821, 4.09575, 0.75938], [1.91889, 3.38613, -0.29804], [2.31737, 2.14124, -0.56319], [1.56365, 1.47212, -1.34144], [2.22437, 3.71450, 1.71596], [2.29097, 5.13607, 0.63065], [3.65681, 3.98254, 0.69981], [1.61836, 2.45550, 3.70318], [2.43319, 1.39281, 3.55240], [3.61048, 1.84922, 3.09545], [2.63079, 0.87593, 4.76952], [1.86270, 0.33013, 2.57477], [2.04467, -0.83926, 2.80757], [1.24662, 0.88146, 1.58386], [6.03269, 2.40658, 0.01782], [5.99074, 0.67356, 0.06959], [4.92089, -0.15770, 0.03078], [5.16904, -1.52427, 0.07032], [4.11129, -2.40556, 0.02352], [2.83527, -1.89239, -0.05656], [2.53545, -0.58519, -0.10853], [3.56628, 0.31185, -0.06605], [3.40006, 1.66101, -0.00572], [6.19615, -1.85697, 0.13888], [4.25287, -3.47575, 0.06608], [2.00232, -2.57068, -0.03784]], "forces_ev_per_angstrom": [[-0.14, 0.21, -0.42], [0.09, 0.04, 0.03], [-0.08, -0.04, -0.05], [0.00, -0.13, 0.12], [0.02, 0.08, -0.15], [0.12, 0.00, 0.02], [-0.09, 0.00, -0.02], [-0.05, -0.02, 0.21], [0.05, -0.24, -0.06], [0.00, 0.18, -0.11], [-0.02, -0.17, 0.03], [0.00, 0.18, 0.01], [0.00, -0.10, 0.03], [0.14, -0.02, 0.03], [-0.09, 0.01, -0.05], [-0.07, 0.12, 0.05], [0.08, -0.07, -0.18], [-0.02, 0.04, 0.06], [0.00, 0.00, -0.08], [-0.16, 0.04, 0.06], [0.17, -0.05, 0.04], [-0.02, 0.01, -0.06], [-0.03, -0.09, 0.13], [0.28, 0.14, -0.31], [-0.01, -0.02, 0.06], [0.00, 0.05, -0.08], [-0.01, -0.06, -0.04], [-0.07, 0.09, 0.05], [0.12, 0.03, -0.03], [-0.10, -0.06, 0.02], [0.12, 0.03, -0.01], [-0.10, -0.05, 0.02], [-0.02, 0.06, -0.08], [0.00, -0.05, 0.14], [0.10, 0.06, 0.00], [-0.07, -0.03, -0.03], [-0.07, 0.00, 0.00], [0.11, 0.04, -0.02], [-0.03, -0.22, 0.25], [-0.04, -0.04, -0.01], [0.08, 0.03, 0.03], [-0.02, -0.02, -0.01], [-0.02, 0.00, 0.00], [-0.01, 0.00, -0.02], [0.01, 0.03, 0.02], [0.02, -0.01, 0.01], [-0.03, -0.01, 0.01], [-0.02, 0.01, 0.00], [0.02, -0.01, 0.01], [0.02, -0.01, -0.01], [0.02, 0.02, 0.01], [-0.01, 0.01, 0.00], [-0.03, 0.02, 0.00], [-0.02, 0.00, -0.02], [0.01, 0.01, 0.01], [0.03, -0.01, 0.01], [0.00, 0.01, 0.00], [-0.02, 0.01, 0.00], [0.01, 0.01, 0.00], [0.02, 0.00, 0.01], [-0.03, 0.00, -0.01], [0.00, -0.01, 0.01], [0.02, -0.01, 0.00], [0.03, 0.02, -0.01], [0.01, 0.00, 0.01], [-0.01, -0.01, 0.01], [-0.04, 0.00, -0.01], [0.00, 0.01, 0.01], [0.04, 0.02, -0.01], [0.01, 0.01, 0.00], [-0.04, 0.00, -0.01], [-0.01, -0.03, 0.00], [0.00, 0.01, 0.00], [0.02, 0.02, 0.01], [0.02, -0.01, 0.00], [0.02, 0.01, 0.01], [0.02, -0.03, -0.01], [-0.02, -0.02, 0.02], [-0.02, 0.01, 0.01], [-0.03, -0.02, -0.01], [0.03, -0.02, 0.00], [0.02, 0.03, -0.01], [-0.01, -0.02, -0.01], [-0.02, -0.01, 0.01], [-0.02, 0.00, -0.01], [-0.08, -0.11, -0.07], [0.17, 0.15, -0.20], [-0.45, -0.58, -0.06], [-0.26, 0.45, 0.92], [0.04, 0.06, 0.00], [0.01, 0.01, 0.04], [0.03, 0.02, -0.01], [-0.04, -0.04, -0.03], [0.13, -0.05, 0.03], [-0.09, -0.03, 0.12], [0.03, 0.03, -0.08], [-0.16, 0.22, -0.30], [0.00, -0.14, 0.08], [0.27, 0.17, -0.06], [-0.07, -0.33, 0.02], [-0.01, 0.18, -0.03], [0.18, 0.46, -0.05], [0.05, -0.28, -0.01], [0.02, 0.08, 0.00], [-0.10, -0.03, 0.10], [0.27, 0.08, -0.10], [-0.17, -0.14, 0.06], [0.02, -0.16, -0.04], [0.00, 0.01, 0.01], [0.00, -0.01, 0.00], [0.06, 0.01, 0.02]], "mulliken_charge": [-1.01, -1.19, -1.29, 1.02, 1.19, -1.35, -1.04, 0.15, -0.42, -0.38, -0.63, -0.06, 0.53, -1.28, -1.22, 0.66, -0.27, -1.17, -0.01, 0.00, 0.00, -1.00, 0.75, 0.26, 0.51, -1.25, 1.06, 0.33, -1.17, -1.14, -1.26, -0.93, 0.91, 1.08, -1.34, -1.28, -1.34, -1.11, 0.29, -1.14, -1.02, 0.48, 0.25, 0.27, 0.43, 0.44, 0.46, 0.47, 0.31, 0.40, 0.14, 0.53, 0.54, 0.43, 0.32, 0.41, 0.28, 0.56, 0.31, 0.48, 0.34, 0.38, 0.28, 0.42, 0.27, 0.42, 0.45, 0.12, 0.40, 0.24, 0.53, 0.37, 0.32, 0.42, 0.28, 0.45, 0.47, 0.29, 0.46, 0.21, 0.48, 0.40, 0.31, 0.45, 0.11, -0.43, -0.29, 0.62, -0.36, 0.07, 0.27, 0.11, -0.21, -0.04, -0.25, -0.29, 0.31, -0.57, 1.60, 0.13, -0.76, 0.07, -0.39, -1.61, -0.72, 1.25, -0.24, 0.07, 0.49, 0.51, 0.88], "charge": 0, "energy_ha": -5198.366892, "de_lowest_kcal_mol": 11.95, "multiplicity": 3}